{
  "formula": "C5H5ClN2",
  "method": "ωB97M-V/def2-TZVPD",
  "lumo_energy_ev": 0.75,
  "smiles": "Cl/C=C\\n1ccnc1",
  "homo_ev": -8.79,
  "e_above_lowest_kj_mol": 49.66,
  "elements": ["Cl", "C", "C", "N", "C", "C", "N", "C", "H", "H", "H", "H", "H"],
  "coordinates": [[1.7449, 0.4923, -2.4565], [0.4972, -0.5811, -2.1904], [-0.2318, -0.7646, -1.0855], [-0.2348, -0.1233, 0.1423], [0.5029, 1.0012, 0.5876], [0.0655, 1.1680, 1.8866], [-0.7664, 0.2245, 2.3151], [-1.0061, -0.5100, 1.2650], [0.2852, -1.2515, -2.9825], [-0.8512, -1.6958, -1.1561], [1.2123, 1.4947, -0.0249], [0.4657, 1.9383, 2.4953], [-1.6833, -1.3927, 1.2040]],
  "forces_ev_per_angstrom": [[0.97, 1.11, -0.22], [-1.16, -0.60, 1.27], [-0.25, -1.47, -0.59], [-0.12, 0.69, 1.68], [-1.88, -1.47, 0.77], [2.52, 1.28, -1.50], [-1.59, -1.04, -0.42], [0.22, -1.06, -1.20], [0.04, -0.41, -0.71], [0.24, 1.24, 0.38], [0.26, 0.35, -0.27], [0.02, 0.45, 0.74], [0.72, 0.92, 0.07]]
}


{
  "formula": "C5H5CrO6",
  "method": "ωB97M-V/def2-TZVPD",
  "s2": 8.77,
  "lumo_energy_ev": [-10.11, -11.81],
  "homo_ev": [-18.56, -18.59],
  "multiplicity": 6,
  "total_charge": 2,
  "e_above_lowest_kj_mol": 0.00,
  "elements": ["C", "C", "O", "O", "H", "H", "C", "C", "O", "C", "O", "O", "O", "H", "H", "Cr", "H"],
  "coordinates": [[-2.9246, 2.7279, 1.4810], [-1.7859, 2.4666, 0.2349], [-0.5952, 2.3868, 0.7330], [-3.7597, 3.5288, 1.3287], [-2.6824, 2.1346, 2.3870], [-1.9719, 3.3116, -0.4446], [1.5439, -1.2106, -0.2669], [2.5826, -1.9275, -1.0817], [1.9131, -3.1324, -1.4294], [0.7152, -3.1931, -0.8765], [0.5075, -2.0207, -0.1294], [-0.0757, -4.0660, -0.9305], [1.6881, -0.2138, 0.4162], [3.4852, -2.1379, -0.4921], [2.8467, -1.3568, -1.9815], [0.7467, 1.2179, 1.1889], [-2.2335, 1.4848, -0.1372]],
  "forces_ev_per_angstrom": [[-0.61, 0.94, 0.33], [-1.58, -0.72, -1.48], [0.69, -0.22, 0.38], [0.59, -0.76, 0.08], [-0.23, 0.02, -0.09], [0.04, -0.17, 0.21], [0.25, -3.45, 0.36], [-0.19, 0.27, -0.48], [0.65, 0.39, -0.20], [-1.04, -2.72, -0.70], [0.14, 2.36, 0.33], [0.75, 1.28, 0.18], [0.01, 0.87, -0.43], [-0.18, 0.13, -0.03], [0.06, -0.17, 0.10], [0.36, 0.94, 1.14], [0.30, 1.01, 0.31]]
}


{
  "formula": "C5H5CuO",
  "method": "ωB97M-V/def2-TZVPD",
  "s2": 2.02,
  "lumo_energy_ev": [-8.83, -12.43],
  "homo_ev": [-18.01, -19.91],
  "multiplicity": 3,
  "total_charge": 2,
  "e_above_lowest_kj_mol": 0.00,
  "elements": ["C", "C", "H", "H", "H", "H", "C", "C", "H", "C", "O", "Cu"],
  "coordinates": [[-0.6938, 1.5972, 0.4703], [-1.2877, 1.0374, -0.6944], [-1.3229, 1.9404, 1.2922], [0.3128, 2.0119, 0.4179], [-0.7325, 1.0254, -1.6322], [-2.3721, 0.9499, -0.7661], [-0.6688, -0.2002, 0.4541], [0.4792, -0.8510, 0.1847], [-1.4811, -0.5960, 1.0603], [1.5152, -1.5167, -0.1526], [2.4209, -2.3176, -0.1360], [3.8307, -3.0807, -0.4983]],
  "forces_ev_per_angstrom": [[0.30, -0.67, 0.18], [0.32, -0.67, 0.18], [0.15, -0.29, -0.04], [-0.16, -0.22, 0.06], [-0.08, -0.13, 0.23], [0.21, -0.24, 0.10], [-0.72, 2.43, -0.82], [-0.26, 0.32, -0.29], [0.26, -0.24, -0.01], [0.95, -1.73, 0.99], [-5.89, 4.19, 0.65], [4.91, -2.75, -1.22]]
}


{
  "formula": "C5H5F",
  "method": "ωB97M-V/def2-TZVPD",
  "lumo_energy_ev": 0.05,
  "homo_ev": -9.09,
  "e_above_lowest_kj_mol": 392.48,
  "elements": ["C", "C", "C", "C", "C", "F", "H", "H", "H", "H", "H"],
  "coordinates": [[3.0613, 0.3018, 0.1122], [1.8735, 0.4371, 0.1005], [0.5385, 0.3047, -0.2076], [-0.5240, -0.2257, 0.3799], [-1.9413, -0.2612, -0.0447], [-0.4546, -0.7988, 1.6301], [4.1723, 0.3041, 0.2069], [0.2852, 1.0580, -1.7146], [-2.5299, -0.7224, 0.7209], [-2.0213, -1.0247, -0.8633], [-2.4596, 0.6272, -0.3203]],
  "forces_ev_per_angstrom": [[2.86, 0.41, 0.56], [0.19, -0.85, -0.14], [-1.88, 2.14, -3.81], [-0.47, 0.62, 0.89], [-0.13, -2.13, -1.35], [0.87, 0.31, -0.71], [-1.79, -0.05, -0.15], [0.33, -2.14, 4.07], [-0.18, -0.11, 0.77], [-0.03, 0.89, 0.26], [0.23, 0.91, -0.40]]
}


{
  "formula": "C5H5F",
  "method": "ωB97M-V/def2-TZVPD",
  "lumo_energy_ev": 0.85,
  "smiles": "C=C(F)C#CC",
  "homo_ev": -8.84,
  "e_above_lowest_kj_mol": 206.81,
  "elements": ["C", "C", "F", "C", "C", "C", "H", "H", "H", "H", "H"],
  "coordinates": [[0.5220, 1.0254, 1.9605], [-0.1118, 0.2596, 1.0481], [-1.1645, -0.3783, 1.5912], [0.1622, 0.2268, -0.3050], [0.3286, -0.1662, -1.4512], [0.3910, -0.7739, -2.8155], [0.4581, 0.9242, 3.0765], [1.2666, 1.6039, 1.5861], [-0.6317, -1.3357, -3.0445], [1.3305, -1.3985, -3.0502], [0.3054, 0.1801, -3.5104]],
  "forces_ev_per_angstrom": [[-1.07, -2.15, 0.77], [0.24, 2.51, 4.15], [-0.62, -1.27, -1.02], [0.06, -1.64, -3.44], [-0.31, -0.63, 0.97], [-1.35, 1.50, -1.24], [-0.51, 0.13, -1.44], [2.25, 1.73, -0.82], [2.39, 0.87, 0.68], [-1.65, 1.07, 0.48], [0.56, -2.10, 0.89]]
}


{
  "formula": "C5H5F3O4S",
  "method": "ωB97M-V/def2-TZVPD",
  "lumo_energy_ev": 0.50,
  "smiles": "CC[C@]1(S(=O)(=O)C(F)(F)F)OC1=O",
  "homo_ev": -10.50,
  "elements": ["C", "C", "C", "S", "O", "O", "C", "F", "F", "F", "O", "C", "O", "H", "H", "H", "H", "H"],
  "coordinates": [[-0.2429, 0.6866, 0.5249], [0.6046, 0.2778, -0.6338], [-0.1101, 0.3556, -1.9260], [-1.4567, -1.1409, -2.0584], [-1.6075, -1.7154, -3.3701], [-1.1620, -1.9523, -0.9177], [-3.1249, -0.2455, -1.7202], [-3.5307, 0.1827, -2.9142], [-2.9300, 0.8327, -0.9327], [-4.0678, -1.0543, -1.2089], [0.8821, 0.3786, -3.0466], [0.3735, 1.5159, -2.9134], [0.2876, 2.6541, -3.1213], [-1.1226, 0.1934, 0.8511], [0.4670, 0.5398, 1.3453], [-0.2871, 1.7772, 0.6284], [1.4436, 1.0503, -0.6076], [0.9607, -0.8157, -0.3949]],
  "forces_ev_per_angstrom": [[1.88, 1.59, 2.23], [0.82, -1.50, 0.69], [-0.51, 0.17, -1.06], [0.48, 1.09, -0.25], [0.39, 0.69, 0.70], [-0.12, -0.01, 0.07], [0.06, 0.39, -0.40], [-0.10, 0.00, 0.30], [-0.21, -0.99, -0.27], [1.12, 0.61, -0.17], [1.89, -2.10, -1.76], [-3.42, -0.70, 2.95], [0.65, 1.07, -1.09], [-0.91, -0.53, -0.46], [-0.21, -0.37, 0.42], [-0.86, -0.07, -0.60], [-0.72, -1.40, -0.47], [-0.23, 2.07, -0.84]]
}


Record order is preserved below.
Calculated total energy: -763.19384; -1688.67890; -1908.32056; -293.19255; -293.26327; -1192.13985 hartree